Below is 2 unconnected molecules or ions with the total composition C8H22BN2O3, with properties calculated with ωB97M-V/def2-TZVPD.

For the frontier orbital gap, the calculation gives 5.91 eV. As for the spin multiplicity: 1. Its net charge is -1. The calculation puts the total energy at -18452.78931 eV.

Each line ends with the natural charge from an NBO analysis.
CARTESIAN COORDINATES (ANGSTROEM)
C (-1.05796, 0.11384, -0.60170)  -0.647
C (-1.34245, 1.63292, -0.58208)  -0.210
N (-2.52354, 2.07986, -1.30397)  -0.624
C (-3.78316, 1.57197, -0.78452)  0.215
C (-4.56997, 0.62481, -1.68411)  -0.080
O (-5.75758, 0.43495, -0.98551)  -0.748
B (-5.96668, 1.75691, -0.21154)  0.438
O (-4.73863, 2.56163, -0.55256)  -0.725
H (-0.00695, -0.09020, -0.80709)  0.198
H (-1.67458, -0.37588, -1.35422)  0.207
H (-1.29083, -0.35158, 0.35511)  0.204
H (-1.46585, 1.96508, 0.44966)  0.189
H (-0.48292, 2.17228, -0.98878)  0.171
H (-2.44233, 1.81929, -2.28207)  0.337
H (-3.61079, 1.04147, 0.17222)  0.127
H (-4.75652, 1.18769, -2.62286)  0.127
H (-4.06568, -0.31680, -1.94381)  0.137
H (-6.98818, 2.34935, -0.56133)  -0.148
H (-5.99872, 1.48983, 1.00743)  -0.170
C (5.23748, -1.31946, 1.39505)  -0.613
C (3.87142, -1.78881, 1.88524)  -0.078
C (2.89707, -2.16013, 0.76150)  -0.070
O (2.34495, -1.06164, 0.06897)  -0.542
C (3.13870, -0.51089, -0.95929)  -0.246
N (3.32674, -0.78933, 2.80395)  -0.830
H (5.19234, -0.29110, 1.03561)  0.203
H (5.95543, -1.34611, 2.21424)  0.216
H (5.61008, -1.94985, 0.58539)  0.200
H (4.02237, -2.70782, 2.46278)  0.182
H (2.04249, -2.67456, 1.20761)  0.187
H (3.37257, -2.85357, 0.05285)  0.158
H (3.71565, -1.28783, -1.47376)  0.162
H (3.83026, 0.25112, -0.58978)  0.162
H (2.46109, -0.04360, -1.67319)  0.196
H (2.48492, -1.14658, 3.24386)  0.356
H (3.01974, 0.01273, 2.26068)  0.359